[1]
DFT (ωB97M-V with the def2-TZVPD basis set) results for a structure of composition C29H32IrN6O8S3.

Element x y z (Å)
Ir -0.24564 -0.02991 0.53844
C 1.76550 3.95192 -2.57034
O 2.79177 4.18648 -1.60117
C 2.55528 5.23548 -0.74987
C 3.39868 6.33604 -0.85603
C 3.24450 7.45103 -0.05461
C 2.21581 7.47052 0.87734
C 1.39284 6.37097 1.01344
C 1.54758 5.22260 0.22634
N 0.62975 4.19277 0.44666
C 0.75529 2.81704 0.37235
N 2.01710 2.36607 0.42353
C 2.52021 1.06161 0.20496
C 1.72486 -0.07976 0.13451
C 2.42780 -1.26086 -0.19616
C 3.78944 -1.30644 -0.38363
C 4.56856 -0.15543 -0.23368
C 3.92157 1.02090 0.06413
O 4.57024 2.22476 0.26477
C 5.76728 2.42808 -0.45143
N -0.30875 2.05313 0.30842
C -1.55184 2.76001 0.28542
C -2.25993 2.97102 1.45395
C -3.46208 3.67169 1.43691
C -3.94330 4.15819 0.23602
C -3.25252 3.93614 -0.94974
C -2.06263 3.22694 -0.92943
O -1.32964 2.91713 -2.02421
C -1.99321 2.95349 -3.26898
H 2.06100 3.05747 -3.11341
H 1.70495 4.80168 -3.25661
H 0.79125 3.78201 -2.11336
H 4.17103 6.28533 -1.61304
H 3.91032 8.29665 -0.16395
H 2.06293 8.33258 1.51325
H 0.61057 6.36962 1.76374
H -0.26980 4.49376 0.79017
H 2.74324 3.06284 0.49002
H 1.86753 -2.18115 -0.30057
H 4.26631 -2.24757 -0.62964
H 5.64324 -0.18716 -0.34608
H 6.58276 1.81040 -0.06423
H 6.03085 3.47651 -0.32428
H 5.62633 2.21144 -1.51428
H -1.86257 2.55636 2.37258
H -4.01901 3.81328 2.35370
H -4.88413 4.69382 0.20367
H -3.66956 4.27701 -1.88580
H -1.28213 2.57491 -3.99983
H -2.28810 3.97173 -3.54542
H -2.87005 2.30147 -3.24576
N -1.07144 -1.21141 4.53882
C 0.19284 -0.66495 4.99342
C 0.68357 0.42363 4.04925
O 1.74455 0.97046 4.15182
O -0.18785 0.73630 3.07551
H -1.55322 -1.71794 5.26714
H -0.94414 -1.83424 3.74115
H -1.00178 0.20356 3.22760
H 1.01489 -1.37824 5.10487
H 0.05185 -0.17404 5.95929
O -3.89389 -1.38622 -0.76828
S -2.95192 -0.30285 -0.66697
O -2.43155 -0.11126 0.75050
O -3.41666 0.93736 -1.25430
S -1.07124 -0.76559 -1.44196
C 2.22624 -6.46214 0.47870
C 1.06116 -5.56704 0.16719
C 0.13088 -5.88269 -0.81572
C -0.89813 -4.97396 -1.00411
N -1.01045 -3.85805 -0.30199
C -0.04264 -3.61159 0.58601
S -0.14344 -2.13390 1.54481
N 0.98189 -4.43231 0.85528
H 1.98801 -7.51051 0.29615
H 2.52319 -6.32588 1.51645
H 3.07892 -6.19711 -0.15022
H 0.19569 -6.79654 -1.39091
H -1.67549 -5.15321 -1.74159

Forces on the atoms, in the same order (eV/Å):
Ir -0.38 -0.20 0.18
C -0.01 0.00 0.03
O -0.01 0.08 0.07
C -0.02 -0.13 -0.12
C 0.02 -0.04 -0.05
C 0.00 0.01 0.01
C 0.00 0.03 0.00
C 0.03 -0.09 0.03
C 0.15 0.18 0.16
N -0.41 -0.04 -0.10
C 0.39 -0.31 -0.09
N -0.22 -0.18 0.12
C 0.04 0.22 -0.03
C 0.33 0.09 0.08
C -0.35 -0.10 -0.02
C 0.15 0.13 -0.01
C -0.10 -0.07 -0.02
C -0.09 0.08 -0.03
O -0.02 -0.01 -0.03
C 0.03 -0.01 -0.01
N 0.34 0.37 -0.09
C -0.03 -0.06 0.07
C 0.00 0.04 0.01
C 0.06 -0.04 0.04
C -0.03 0.01 -0.07
C -0.02 0.07 0.05
C 0.04 -0.18 0.05
O 0.06 0.23 0.02
C -0.14 -0.09 -0.15
H 0.00 0.00 0.01
H 0.00 0.00 -0.02
H 0.02 -0.01 0.01
H 0.01 0.02 0.00
H 0.00 0.00 0.00
H 0.00 0.01 -0.01
H 0.00 -0.01 0.00
H -0.04 -0.03 -0.06
H -0.04 -0.04 0.01
H 0.06 0.08 0.02
H 0.01 0.00 0.00
H 0.01 -0.01 0.00
H -0.01 0.01 0.01
H -0.01 0.00 -0.01
H 0.00 0.00 0.01
H -0.01 0.03 -0.02
H 0.00 0.01 0.00
H 0.00 0.00 0.01
H -0.01 0.00 -0.01
H 0.01 0.00 0.00
H 0.05 0.00 0.00
H 0.03 0.03 0.04
N -0.06 -0.03 -0.01
C 0.02 0.11 0.04
C 0.25 -0.19 0.06
O -0.06 0.01 0.00
O -0.17 0.15 -0.35
H -0.04 0.07 0.01
H 0.03 -0.10 0.04
H -0.05 -0.01 0.11
H -0.01 -0.01 -0.07
H 0.02 -0.05 0.02
O 0.12 -0.11 -0.05
S 0.28 -0.14 0.71
O -0.31 0.29 -0.09
O -0.09 0.00 -0.12
S 0.20 0.12 -0.55
C 0.00 -0.03 0.00
C -0.04 -0.01 -0.07
C 0.00 0.01 0.05
C 0.04 -0.03 0.01
N 0.04 0.00 -0.06
C -0.20 0.22 0.00
S 0.12 -0.33 0.20
N 0.05 0.01 0.03
H -0.01 0.01 0.00
H 0.01 -0.01 0.01
H 0.00 0.02 0.00
H 0.01 0.00 0.00
H -0.01 -0.01 0.01

ΔE to the lowest compared entry with this formula, charge and spin (kJ/mol): 52.5
Net charge: -1
Kohn-Sham gap (eV): 6.62

=====

[2]
DFT (ωB97M-V with the def2-TZVPD basis set) results for a cluster of 2 separate species, C3H7N3S in total at a distorted geometry.

Element x y z (Å)
C -0.98750 1.54201 0.98298
C -0.55444 1.27194 2.19678
C 1.61625 -0.38237 -2.02935
N -1.94676 -2.55832 0.54644
N -1.08039 -2.04998 0.03854
N -0.29649 -1.38122 -0.54953
S 1.35112 -1.66949 -0.77613
H -2.03957 1.56435 0.74780
H -0.31132 1.75376 0.17177
H 0.49673 1.24447 2.44148
H -1.23108 1.06144 3.00986
H 1.73387 -0.83129 -3.01038
H 2.50823 0.17741 -1.76032
H 0.74135 0.25729 -2.00994

Forces on the atoms, in the same order (eV/Å):
C -0.09 0.05 -0.15
C 0.11 -0.07 0.29
C -0.03 -0.38 0.21
N -0.19 -0.35 0.35
N -0.99 -1.19 0.81
N 0.64 2.04 -1.43
S 0.64 -0.29 0.11
H -0.17 -0.01 -0.02
H 0.16 0.03 -0.14
H 0.14 0.02 -0.05
H -0.15 -0.03 0.08
H -0.04 0.02 -0.07
H -0.03 0.04 0.00
H -0.01 0.13 0.00

ΔE to the lowest compared entry with this formula, charge and spin (kJ/mol): 386.5
Kohn-Sham gap (eV): 8.88

=====

[3]
DFT (ωB97M-V with the def2-TZVPD basis set) results for a cluster of 2 separate species, N4S in total at a distorted geometry.

Element x y z (Å)
N -0.77197 -0.23022 1.24785
N 0.20620 -0.91478 -0.76479
N -1.15050 0.80390 1.27427
N 0.90647 -0.09578 -1.09954
S 1.85381 1.00014 -1.50585

Forces on the atoms, in the same order (eV/Å):
N -1.05 1.89 1.04
N 1.16 0.59 -1.36
N 0.57 -1.54 -0.04
N -2.88 -3.60 1.32
S 2.20 2.66 -0.96

ΔE to the lowest compared entry with this formula, charge and spin (kJ/mol): 30.7
SMILES string: N#[N+][S-].N#N
Kohn-Sham gap (eV): 10.50

=====

[4]
DFT (ωB97M-V with the def2-TZVPD basis set) results for a structure of composition C26H22IMoP2S2.

Element x y z (Å)
Mo 0.10090 -0.04699 0.30688
S 1.54819 0.09580 -1.59767
P 1.25165 -1.93292 -1.49770
C -0.04386 -1.97953 -0.34074
P 0.04636 -2.62206 1.27158
S 0.85601 -1.07069 2.38502
C -1.61904 -2.93766 1.89116
C -1.89559 -4.09506 2.61220
C -3.16843 -4.30766 3.13206
C -4.16464 -3.36745 2.93518
C -3.89652 -2.21063 2.20918
C -2.63225 -2.00128 1.69151
C 0.94943 -4.14645 1.50067
C 1.57509 -4.41039 2.71853
C 2.20741 -5.62817 2.91352
C 2.21880 -6.57578 1.89650
C 1.59724 -6.31260 0.68468
C 0.96298 -5.09559 0.48458
C 0.75162 -2.60331 -3.07509
C 1.57885 -2.45467 -4.19082
C 1.17437 -2.95375 -5.41554
C -0.05330 -3.60117 -5.52963
C -0.87772 -3.74486 -4.42531
C -0.47918 -3.23943 -3.19304
C 2.78958 -2.73662 -1.04093
C 3.57029 -2.20832 -0.01223
C 4.72227 -2.86294 0.38719
C 5.10983 -4.03928 -0.24454
C 4.34401 -4.56345 -1.27519
C 3.18033 -3.91779 -1.67033
H -1.12899 -4.84127 2.76830
H -3.37705 -5.21197 3.68799
H -5.15414 -3.53331 3.34110
H -4.67606 -1.47872 2.04484
H -2.46142 -1.10243 1.10683
H 1.57361 -3.66919 3.50850
H 2.69251 -5.83748 3.85751
H 2.71681 -7.52449 2.05043
H 1.60736 -7.05143 -0.10574
H 0.46473 -4.89720 -0.45797
H 2.53501 -1.95032 -4.10477
H 1.81035 -2.83885 -6.28323
H -0.36751 -3.99090 -6.48921
H -1.83407 -4.24173 -4.52025
H -1.12329 -3.32909 -2.32677
H 3.28088 -1.28562 0.47352
H 5.32336 -2.44887 1.18609
H 6.01638 -4.54316 0.06540
H 4.64910 -5.47516 -1.77184
H 2.57984 -4.34244 -2.46444
I -0.94795 2.23840 1.69783
C -0.99142 1.63606 -0.36140
H -0.46408 2.39167 -0.93435
H -2.03235 1.54219 -0.65534

Forces on the atoms, in the same order (eV/Å):
Mo 0.48 -0.32 -0.37
S -0.02 -0.06 0.10
P -0.27 0.07 -0.05
C 0.40 0.56 0.40
P -0.41 -0.01 0.15
S -0.21 -0.12 -0.04
C -0.03 -0.07 0.04
C -0.08 -0.05 0.04
C 0.07 0.02 -0.04
C -0.01 0.05 -0.02
C -0.01 -0.09 0.04
C -0.06 0.07 -0.08
C 0.32 -0.02 0.00
C 0.07 0.01 -0.04
C -0.02 0.00 -0.04
C 0.02 0.00 0.04
C -0.02 0.05 0.01
C -0.12 -0.09 -0.03
C -0.09 0.04 -0.18
C 0.02 0.01 0.00
C -0.05 -0.03 0.02
C 0.03 0.00 -0.02
C 0.03 0.03 0.07
C -0.01 -0.04 -0.04
C 0.10 -0.14 0.06
C 0.00 0.01 0.01
C -0.02 0.00 -0.01
C -0.01 0.00 0.00
C -0.04 0.06 0.04
C 0.00 -0.05 0.00
H 0.01 0.00 0.01
H 0.02 0.01 0.00
H 0.02 0.01 -0.01
H 0.01 0.00 0.00
H 0.11 0.02 -0.01
H -0.01 0.01 -0.02
H 0.00 0.00 -0.01
H -0.01 0.01 0.01
H 0.00 0.01 0.01
H 0.01 0.03 -0.01
H -0.01 0.01 0.02
H -0.01 0.00 0.02
H 0.01 0.01 0.01
H 0.01 0.00 0.00
H -0.01 0.01 0.00
H -0.01 0.02 0.00
H 0.00 -0.01 -0.01
H -0.01 0.01 -0.01
H -0.01 0.01 0.00
H 0.00 0.02 0.00
I -0.01 -0.04 0.01
C -0.16 -0.06 0.07
H -0.02 0.01 -0.06
H -0.02 0.01 -0.04

ΔE to the lowest compared entry with this formula, charge and spin (kJ/mol): 47.8
Net charge: +1
Spin multiplicity: 3
Kohn-Sham gap (alpha / beta) (eV): 6.80 / 8.30

=====

Among the records above, which one has the lowest ΔE to the lowest compared entry with this formula, charge and spin? N4S